Computed, not measured: an isolated molecule of C6H8BrP, with wB97M-V/def2-TZVPD.

Each line ends with the Mulliken charge.
Element x y z (Å)
C  0.5608  1.7640  0.6259  -1.30
C  -0.1487  0.4133  0.5085  0.37
C  -1.3124  0.0800  1.0827  -0.32
C  -1.6419  -1.3143  1.0578  -0.08
C  -0.9788  -2.2696  0.4495  -0.43
P  0.7656  -1.0924  -0.0424  0.33
C  0.4722  -0.7907  -1.8841  -0.83
Br  3.3771  -0.1493  0.0595  -0.38
H  0.7964  2.1311  -0.3322  0.37
H  1.3944  1.7044  1.2271  0.37
H  -0.0337  2.6830  0.9981  0.31
H  -2.0416  0.7909  1.4444  0.38
H  -2.5476  -1.7639  1.5834  0.31
H  1.4286  -0.3161  -2.2293  0.29
H  -0.4542  -0.0799  -2.1540  0.28
H  0.3639  -1.7905  -2.3950  0.33

## Properties
Gap between HOMO and LUMO (spin up / spin down) = 6.88 / 6.67 eV
Structure (SMILES) = CC1=CC=C=[P@]1(C)Br
LUMO energy (spin up / spin down) = -2.18 / -2.65 eV
DFT total energy = -85677.7805 eV
HOMO (spin up / spin down) = -9.1 / -9.3 eV
ΔE to the lowest compared entry with this formula, charge and spin = 57.9 kcal/mol